No. 1
{"formula": "C2H6FOP", "method": "ωB97M-V with the def2-TZVPD basis set", "largest_force_ev_per_a": 4.18, "de_lowest_kcal_mol": 81.71, "orbital_gap_ev": 8.8, "energy_ha": -596.19417, "symbols": ["C", "C", "O", "F", "P", "H", "H", "H", "H", "H", "H"], "coordinates": [[0.02, 1.97, -1.40], [-0.01, -0.32, 0.64], [-2.21, 1.29, 0.10], [3.13, -0.17, 1.01], [-0.75, 1.23, -0.06], [3.13, -0.25, 2.02], [1.08, 1.94, -1.22], [-0.34, 2.84, -1.98], [1.05, -0.18, 0.34], [0.16, -0.48, 1.84], [-0.53, -1.18, 0.31]]}

=====

No. 2
{"formula": "C2H6FOP", "method": "ωB97M-V with the def2-TZVPD basis set", "largest_force_ev_per_a": 3.24, "smiles": "C=CF.OP", "de_lowest_kcal_mol": 85.06, "orbital_gap_ev": 10.1, "energy_ha": -596.18883, "symbols": ["C", "C", "O", "F", "P", "H", "H", "H", "H", "H", "H"], "coordinates": [[1.27, -1.26, -0.55], [0.33, -1.86, 0.11], [-0.74, 2.83, 0.59], [-0.66, -2.53, -0.48], [-0.71, 1.34, -0.18], [1.28, -1.20, -1.69], [2.07, -0.62, -0.07], [0.17, -1.91, 1.24], [-0.32, 3.64, 0.17], [-2.11, 1.22, -0.06], [-0.57, 0.34, 0.92]]}